# 1
121
Properties=species:S:1:pos:R:3:lowdin_charge:R:1 method="wB97M-V/def2-TZVPD" fmax_ev_per_a=0.7 energy_ev=-186505.8382 gap_ha=0.2284 charge=-1
In 1.16881 -0.46428 0.74386 0.201
C 4.80619 3.09809 -1.05747 -0.128
C 3.39157 3.35916 -1.58181 -0.544
C 3.32320 4.66637 -2.36965 -0.126
P 2.19042 2.98313 -0.18760 1.063
C 2.61887 4.13559 1.23015 -0.546
C 3.15646 5.54610 0.99497 -0.118
C 1.40467 4.16238 2.16112 -0.132
C 0.59090 3.69118 -0.73961 -0.364
C 0.50332 5.05661 -1.03876 -0.122
C -0.69647 5.66761 -1.34186 -0.081
C -1.85712 4.91850 -1.29937 -0.078
C -1.78599 3.57276 -0.99036 -0.196
C -0.58047 2.89624 -0.73299 -0.258
Si -0.70906 0.95831 -0.47244 0.716
C -2.08935 0.84062 0.89590 -0.268
C -2.70475 1.99559 1.39817 -0.105
C -3.65074 1.96535 2.41069 -0.086
C -3.94599 0.76834 3.03781 -0.082
C -3.27342 -0.37391 2.64293 -0.102
C -2.38619 -0.36628 1.56334 -0.373
P -1.60235 -1.95229 1.06552 1.112
C -3.13439 -3.00333 0.69141 -0.514
C -4.27304 -3.22422 1.68654 -0.119
C -3.72171 -2.41738 -0.59574 -0.133
C -0.95522 -2.48201 2.75672 -0.389
C 1.14720 -3.40341 3.89259 -0.007
C -1.88552 -2.73531 4.92768 -0.105
C -1.39076 0.46853 -2.25753 -0.225
C -2.13760 1.46766 -2.90100 -0.106
C -2.82089 1.29233 -4.09032 -0.084
C -2.78211 0.06266 -4.71133 -0.087
C -1.98033 -0.91980 -4.16902 -0.131
C -1.24936 -0.74096 -2.98889 -0.397
P 0.00166 -2.03743 -2.60122 1.092
C 1.40222 -1.32701 -3.64751 -0.544
C 1.08854 -0.59893 -4.95272 -0.105
C 2.49182 -2.38415 -3.84697 -0.132
C -0.76804 -3.49163 -3.55635 -0.549
C -0.44643 -3.71801 -5.03562 -0.123
C -0.44493 -4.78127 -2.80328 -0.144
H 5.52249 3.09498 -1.88346 0.074
H 4.84759 2.12862 -0.56365 0.060
H 5.11443 3.86320 -0.34156 0.061
H 3.14532 2.55110 -2.28350 0.096
H 3.54691 5.53591 -1.75143 0.057
H 2.34649 4.80046 -2.83205 0.062
H 4.07074 4.63124 -3.16819 0.073
H 3.39578 3.55737 1.74094 0.090
H 2.39555 6.21455 0.58899 0.061
H 4.02238 5.54932 0.33522 0.045
H 3.47377 5.96091 1.95674 0.075
H 0.57737 4.71878 1.71540 0.070
H 1.66282 4.63178 3.11343 0.077
H 1.06734 3.14455 2.36689 0.045
H 1.39660 5.66222 -1.02088 0.070
H -0.73120 6.72304 -1.58528 0.100
H -2.81857 5.37653 -1.49933 0.104
H -2.72178 3.03231 -0.93835 0.096
H -2.44280 2.96392 1.00400 0.072
H -4.14032 2.88221 2.71780 0.098
H -4.68353 0.72138 3.83059 0.100
H -3.43998 -1.29365 3.18311 0.083
H -2.69724 -3.98356 0.46766 0.098
H -4.85316 -2.31162 1.82597 0.065
H -3.91006 -3.57688 2.64681 0.057
H -4.94659 -3.98277 1.27450 0.076
H -4.26486 -1.49574 -0.37157 0.080
H -4.41520 -3.11761 -1.06932 0.077
H -2.94328 -2.16796 -1.30980 0.034
H -0.66157 -1.52255 3.20860 0.121
H 0.67994 -4.19485 4.48117 0.054
H 1.15660 -2.46677 4.45394 0.088
H 2.17991 -3.68507 3.68349 0.095
H -2.73039 -3.23303 5.40549 0.091
H -1.97417 -1.65129 5.06820 0.092
H -0.96372 -3.07246 5.40769 0.073
H -2.18790 2.44716 -2.46869 0.045
H -3.37506 2.11814 -4.52009 0.100
H -3.32304 -0.11695 -5.63290 0.100
H -1.90800 -1.85259 -4.70823 0.068
H 1.79839 -0.58075 -2.94676 0.070
H 0.63437 -1.26055 -5.69002 0.056
H 2.02396 -0.21816 -5.37421 0.078
H 0.42258 0.24721 -4.78865 0.068
H 2.28221 -3.01650 -4.71171 0.057
H 2.58502 -3.00909 -2.95707 0.058
H 3.45556 -1.89850 -4.00932 0.075
H -1.84362 -3.32310 -3.45337 0.085
H 0.57352 -4.08280 -5.15173 0.061
H -0.56291 -2.82745 -5.65030 0.044
H -1.11805 -4.48611 -5.43114 0.080
H 0.58043 -5.08406 -3.00070 0.068
H -1.10764 -5.59158 -3.12235 0.075
H -0.54701 -4.65218 -1.72682 0.052
C 5.55864 -1.73792 1.05040 -0.151
C 4.25735 -0.97210 1.17700 -0.776
S 3.34489 -0.91703 -0.34026 0.532
C 3.88957 -0.45312 2.36082 -0.776
C 4.79102 -0.65128 3.56268 -0.148
S 2.42918 0.47501 2.71450 0.547
H 5.76409 -1.94587 0.00226 0.042
H 5.49977 -2.69233 1.58394 0.075
H 6.39962 -1.17474 1.46391 0.067
H 5.04691 -1.70731 3.68399 0.069
H 4.29055 -0.31459 4.46787 0.045
H 5.72337 -0.08926 3.45090 0.071
Br -1.31369 -6.19200 3.52139 0.763
C -0.07082 -5.81525 2.11823 -0.579
C 0.28197 -6.97341 1.42745 -0.177
C 1.28845 -6.95920 0.48340 -0.105
C 1.94746 -5.76879 0.23170 -0.082
C 1.55204 -4.61724 0.88081 -0.018
C 0.52528 -4.57662 1.83539 -0.134
C 0.43337 -3.18256 2.53861 -0.569
O -1.93440 -3.07993 3.56221 -0.278
O 1.15822 -2.28013 1.80931 -0.386
H -0.21420 -7.89970 1.68323 0.076
H 1.56029 -7.86988 -0.03601 0.096
H 2.77096 -5.73739 -0.47190 0.102
H 2.04564 -3.67474 0.67702 0.100

=====

# 2
119
Properties=species:S:1:pos:R:3:lowdin_charge:R:1 method="wB97M-V/def2-TZVPD" de_lowest_kj_mol=16.5 fmax_ev_per_a=2.3 energy_ev=-217462.6588 gap_ha="0.2394 / 0.2322" multiplicity=4
Cr -0.41009 -1.37090 -0.09218 0.674
C -1.65794 2.22226 -7.13110 -0.068
C -2.45814 2.08544 -5.83448 -0.559
C -3.84262 1.51818 -6.18089 -0.048
C -2.62107 3.48565 -5.22242 -0.048
C -1.76865 1.17445 -4.81962 -0.172
C -2.36178 0.94300 -3.58797 -0.064
C -1.72295 0.15456 -2.65277 -0.356
Se -2.50281 -0.11195 -0.90601 1.224
C -1.88880 1.54435 -0.12853 -0.380
C -2.69096 2.66911 -0.15756 -0.068
C -2.21409 3.87562 0.33510 -0.175
C -0.93153 3.86733 0.88493 0.030
C -0.11073 2.74823 0.95021 -0.079
C -0.57396 1.53490 0.37925 -0.359
O 0.15556 0.44942 0.31162 -0.219
C 1.26008 2.79333 1.63269 -0.528
C 1.54215 4.15667 2.26789 -0.070
C 1.29457 1.74221 2.75664 -0.042
C 2.37632 2.49999 0.61733 -0.033
C -3.06451 5.13922 0.22228 -0.559
C -3.19300 5.51357 -1.26307 -0.045
C -2.44438 6.32089 0.97111 -0.068
C -4.46564 4.89488 0.80267 -0.052
C -0.47517 -0.45840 -2.87281 -0.338
O 0.06883 -1.20114 -1.93742 -0.242
C 0.12675 -0.24239 -4.13991 -0.076
C -0.53952 0.55876 -5.05724 0.032
C 1.47221 -0.89371 -4.47299 -0.528
C 1.93201 -0.56196 -5.89384 -0.073
C 1.33214 -2.42305 -4.37505 -0.036
C 2.56146 -0.38089 -3.51441 -0.035
H -2.19246 2.87768 -7.82108 0.083
H -1.52521 1.25562 -7.62075 0.087
H -0.67553 2.66068 -6.94536 0.087
H -4.34127 2.15440 -6.91637 0.083
H -4.47989 1.45918 -5.29763 0.076
H -3.74937 0.51385 -6.59807 0.090
H -3.09335 4.16161 -5.94014 0.084
H -1.64825 3.89737 -4.94696 0.091
H -3.24027 3.45638 -4.32482 0.068
H -3.32143 1.37785 -3.33173 0.106
H -3.68350 2.58186 -0.58374 0.104
H -0.54775 4.79396 1.28594 0.084
H 0.78333 4.42015 3.00787 0.087
H 1.58913 4.94364 1.51275 0.085
H 2.50809 4.12395 2.77565 0.084
H 0.45835 1.89423 3.44406 0.084
H 2.22574 1.83133 3.32385 0.084
H 1.23114 0.73483 2.34746 0.067
H 2.41893 3.28860 -0.13689 0.090
H 2.20038 1.55085 0.11670 0.072
H 3.34441 2.45289 1.12423 0.084
H -2.20817 5.68475 -1.70146 0.090
H -3.78809 6.42373 -1.37701 0.084
H -3.67794 4.71326 -1.82428 0.073
H -1.48836 6.61501 0.53405 0.085
H -2.29098 6.08161 2.02546 0.088
H -3.11438 7.18043 0.91281 0.083
H -5.00127 4.12026 0.25369 0.073
H -5.05838 5.81085 0.74736 0.082
H -4.39964 4.58869 1.84857 0.089
H -0.06892 0.72009 -6.01567 0.083
H 1.22109 -0.92151 -6.64044 0.087
H 2.88971 -1.05102 -6.08303 0.085
H 2.07195 0.51295 -6.02589 0.086
H 0.63049 -2.78525 -5.12932 0.092
H 0.95884 -2.72670 -3.39899 0.062
H 2.29857 -2.90538 -4.54976 0.084
H 2.73454 0.68493 -3.67937 0.090
H 3.50149 -0.91153 -3.69309 0.084
H 2.27333 -0.51502 -2.47575 0.064
C 3.83018 -5.90112 3.13687 -0.060
C 3.70103 -5.74336 1.61870 -0.554
C 5.10998 -5.67779 1.01175 -0.045
C 2.94284 -6.95632 1.05149 -0.029
C 2.90577 -4.50740 1.24035 -0.133
C 2.88705 -4.05014 -0.07935 0.035
C 2.06931 -3.00216 -0.43569 -0.046
N 1.26825 -2.38917 0.43613 0.036
C 1.28768 -2.79022 1.71545 -0.163
C 2.09941 -3.82885 2.14494 0.074
C 0.30385 -2.11077 2.57218 -0.160
C 0.39660 -2.05725 3.95410 0.069
C -0.54772 -1.36786 4.70251 -0.137
C -1.59891 -0.79268 3.98384 0.026
C -1.63108 -0.88560 2.61260 -0.057
N -0.69061 -1.50690 1.89456 0.020
C -0.42020 -1.16778 6.20206 -0.554
C -1.78140 -1.34869 6.88705 -0.044
C 0.08403 0.26979 6.42052 -0.032
C 0.58043 -2.14530 6.82651 -0.057
H 4.45495 -6.76613 3.35831 0.088
H 2.85970 -6.07161 3.60571 0.083
H 4.29358 -5.02121 3.58893 0.093
H 5.71226 -6.50451 1.38940 0.087
H 5.60614 -4.74271 1.27891 0.094
H 5.08837 -5.75838 -0.07510 0.078
H 3.50381 -7.87167 1.24990 0.091
H 2.79797 -6.86409 -0.02550 0.088
H 1.95760 -7.04365 1.51228 0.090
H 3.48008 -4.53047 -0.84387 0.122
H 2.01485 -2.64687 -1.45689 0.108
H 2.04694 -4.12991 3.18024 0.109
H 1.23489 -2.54387 4.42956 0.110
H -2.38859 -0.25476 4.48830 0.121
H -2.43814 -0.43710 2.04699 0.114
H -2.47992 -0.55701 6.61574 0.077
H -1.65931 -1.31967 7.97002 0.088
H -2.22517 -2.30921 6.61875 0.096
H -0.60525 0.99610 5.98731 0.086
H 1.05869 0.40954 5.94995 0.088
H 0.17826 0.47590 7.48819 0.091
H 0.30434 -3.18105 6.61695 0.095
H 0.59234 -2.01112 7.90797 0.088
H 1.59428 -1.96912 6.46433 0.083
Se -1.35242 -6.00386 -0.51202 0.540
C -1.23432 -4.27316 -0.45036 -0.930
N -1.12132 -3.10949 -0.37484 -0.052